{"formula": "C50H77CdF18O30", "method": "ωB97M-V/def2-TZVPD", "species": ["H", "O", "O", "C", "H", "O", "C", "F", "F", "H", "H", "C", "C", "H", "H", "F", "H", "C", "H", "C", "H", "O", "O", "H", "H", "H", "F", "H", "H", "F", "O", "C", "O", "H", "H", "C", "C", "H", "O", "C", "C", "H", "H", "O", "O", "H", "H", "H", "C", "C", "H", "H", "H", "C", "H", "C", "H", "C", "H", "F", "H", "H", "F", "H", "H", "F", "C", "H", "H", "C", "F", "O", "H", "C", "O", "H", "C", "O", "H", "H", "H", "C", "H", "C", "F", "H", "C", "C", "H", "H", "C", "C", "C", "C", "H", "H", "H", "H", "O", "H", "C", "O", "O", "O", "F", "H", "H", "F", "C", "H", "H", "H", "H", "H", "O", "C", "C", "O", "C", "C", "H", "C", "H", "H", "H", "H", "C", "H", "H", "C", "F", "O", "C", "H", "O", "C", "O", "O", "C", "C", "H", "C", "C", "C", "F", "O", "H", "O", "O", "O", "H", "H", "F", "H", "C", "H", "H", "Cd", "O", "F", "F", "H", "C", "H", "H", "C", "C", "H", "O", "C", "H", "F", "H", "C", "O", "H"], "positions_angstrom": [[-4.78141, 5.78039, -2.42552], [-4.52147, 4.88222, -4.17869], [5.39445, 5.28542, 2.24616], [-2.57450, -6.39518, 2.19948], [-6.78530, 4.64930, -2.09070], [1.79973, -0.94012, -7.99895], [0.45468, 0.05638, -9.51965], [1.59577, -1.23405, 6.19355], [1.91273, -2.30706, -0.30890], [1.59479, 5.15895, 0.04617], [-0.01810, -8.46376, 2.87235], [13.30392, -8.01809, 0.13982], [1.68814, 7.22104, -5.31692], [6.60430, -7.41763, 0.14829], [-12.87576, -1.22973, 6.92236], [5.05196, 7.97926, -0.02561], [-0.21493, -0.86850, -7.60040], [-2.03086, -9.38143, 0.96927], [5.85227, -1.87100, 2.56183], [2.12191, -1.28581, -9.26736], [-2.16211, 7.70072, 6.70190], [1.30344, 10.65290, 6.52572], [7.25094, -8.53075, 1.69580], [-2.27187, -5.76421, 3.03519], [4.86249, 7.20612, 2.40264], [-2.88022, -5.53641, 1.60185], [3.00969, 11.75177, -4.29532], [-13.24598, -1.18659, 5.28075], [-1.49807, -8.22055, 3.72297], [2.36651, -2.14720, 4.45391], [3.54268, 5.97206, 1.42343], [-7.31346, 1.52101, 5.53745], [-3.90276, 2.76234, -4.43747], [-0.00074, 8.45980, -5.72514], [2.13492, 7.40408, -6.29415], [6.21255, -7.87747, 1.05559], [-1.11372, -6.27619, -8.61212], [2.41576, 7.69878, 1.46896], [-7.15821, 2.82828, 3.54307], [-6.48543, 4.67709, -3.13827], [-1.16443, 0.71504, 1.00446], [0.19755, 8.07801, -4.04114], [-3.52691, -6.83381, 2.49720], [3.08198, -1.94246, -9.62158], [-2.48561, -10.24005, 0.23961], [-12.51597, -3.56441, 5.82641], [14.26046, -8.12643, 0.65108], [9.06985, -9.36026, 3.47359], [-9.54482, -3.12396, 2.65772], [-2.00241, 7.68988, 5.62371], [7.03471, -0.55562, 2.99917], [-0.69594, 0.94093, 1.96237], [6.35755, -0.96048, 5.33406], [0.18662, -6.75178, -6.83687], [-1.61108, -0.81343, -9.37435], [0.73351, -7.51683, -8.06291], [2.92756, 7.13942, -0.15699], [-11.75245, -2.78755, 5.78620], [-11.04426, -2.99939, 6.58726], [3.28678, -2.63184, 6.29317], [5.36224, -8.49965, 0.77641], [-1.33115, 8.97655, 4.07469], [-10.54377, -2.49000, 1.97087], [11.92361, -7.88691, 2.64409], [0.84669, 0.99161, -9.91937], [-6.80775, 2.48967, 6.38849], [3.60480, -0.31999, 5.39977], [8.26729, -6.76961, 2.12644], [-2.74384, 10.12365, 6.39142], [-9.70732, 2.18896, 2.59972], [-8.41319, -2.49780, 2.39777], [-2.08171, -5.80775, -9.25444], [2.52214, 7.20637, -4.61526], [2.63828, 6.83123, 0.84772], [-0.89246, 11.04188, 6.08151], [13.23409, -10.02114, 1.92548], [-12.42236, -1.43061, 5.95170], [-0.14987, -6.97515, -9.08242], [-11.77918, 2.49034, 3.14686], [-2.97839, 7.52718, 5.16645], [-6.68529, 7.41170, -3.67069], [-1.09021, -8.34029, 2.71926], [-2.38589, 10.68775, 4.71180], [1.92056, 0.04778, -0.98917], [-9.51468, -4.37383, 2.24828], [-0.38886, -6.97342, -4.74007], [-9.84994, -3.03469, 4.17463], [-4.75975, 3.59742, -4.07383], [9.70215, -7.75931, 3.81444], [-0.75167, -0.05375, -0.91770], [8.03450, -7.73430, 2.57730], [-1.36231, 9.00781, 5.16380], [2.74645, -1.60216, 5.59795], [-0.08541, -7.63255, -5.55344], [12.75701, -7.23274, 0.66155], [1.77140, -7.22543, -8.22403], [-0.56164, -6.75050, 1.30914], [-6.05420, 6.73500, -5.15209], [12.53160, -9.20468, 0.19886], [-1.40062, 6.79975, 5.44040], [-1.97547, 10.27457, 5.63318], [-9.17279, 1.85729, 3.89458], [1.10028, 0.35265, 0.14384], [-1.55123, -9.54036, 2.21101], [-6.23226, 0.75003, 5.33354], [-11.66929, -0.64576, 5.88107], [11.80615, -10.76296, 1.45513], [5.57947, 6.05115, -0.68353], [11.46565, -8.85618, 2.44687], [-9.56440, 3.22041, 2.27757], [-1.13466, -0.23770, -11.00889], [-1.54381, 0.86841, -9.72750], [-11.45644, 2.21502, 1.42677], [0.48561, 6.53585, 0.40959], [1.46141, 9.59707, -4.85238], [1.56341, 10.54345, -5.82604], [0.74731, 8.36243, -4.93834], [1.15010, -1.04866, -10.12857], [-0.29034, -0.08076, 0.06949], [-11.20977, 1.88982, 2.43746], [7.36489, -7.54955, 3.41729], [9.29412, -8.39195, 3.02617], [0.74573, -8.59765, -7.92232], [-7.38444, 4.91564, -3.70658], [-2.07480, 0.16595, 1.24494], [-1.40131, 1.65312, 0.50247], [5.67940, -1.34632, 4.57292], [-0.77895, -8.45314, -5.73708], [13.50747, -7.73796, -0.89372], [-7.89901, 2.17166, 4.22893], [0.90968, -1.84840, -2.12308], [-11.17199, -2.70387, 4.44375], [-5.81401, 6.92183, -4.10543], [1.50657, 0.56424, -1.85519], [-0.08383, 9.03571, 5.71912], [5.62050, 6.89841, 0.33687], [-5.91446, 3.43050, -3.47699], [2.98616, 0.87885, 4.94139], [12.26469, -9.77481, 1.49227], [1.34780, 5.95894, 0.74410], [1.19040, 6.25439, -5.23976], [1.96669, -1.50842, -1.40773], [4.91636, 6.44631, 1.62297], [-5.32334, 5.63753, -3.36040], [3.07465, -1.93227, -2.08720], [4.65252, -0.46100, 4.34777], [11.49832, -9.36339, 3.41112], [10.21796, -8.58754, 1.97400], [-8.97738, -3.20526, 5.01771], [0.95458, 10.51179, -6.90764], [1.08698, 5.61085, 1.74356], [0.83656, -5.89765, -6.64677], [1.79271, 12.92340, -5.66992], [-0.27162, -1.13535, 0.34446], [0.58648, -0.24710, -8.00004], [5.82658, -7.08697, 1.69921], [5.36257, -2.38382, 4.67923], [3.71967, 2.46447, 2.27446], [-2.01056, -8.11717, 0.62339], [6.84709, 7.25678, 0.60339], [3.46713, 11.73345, -6.40853], [0.56847, 0.72891, -7.51510], [-1.03861, -0.07480, -9.93543], [7.31819, -2.20361, 3.29910], [-11.48233, 0.85235, 2.63104], [-1.45598, -7.27746, 1.64166], [2.50175, 11.80559, -5.51446], [-9.12120, 1.58304, 1.90877], [3.14495, 0.69254, -0.57509], [6.52012, -1.46147, 3.31969], [0.86376, -8.07128, -5.24573], [-8.23722, 0.69744, 6.13652], [-5.05541, 7.69329, -3.97320], [0.21667, 10.25834, 6.12644], [-0.98835, -6.17339, -7.27486], [4.01526, -0.08827, 6.38259]], "forces_ev_per_angstrom": [[-0.087, 0.609, 0.024], [2.159, 1.198, -1.712], [0.899, 0.844, -0.811], [-0.087, 2.062, -0.022], [0.023, -0.134, 0.010], [1.495, 0.031, 0.263], [-3.723, -1.448, -0.408], [0.231, -0.128, 0.779], [0.131, 0.215, 0.066], [-0.408, -0.211, 0.204], [0.210, 0.310, -0.176], [-0.429, -0.261, 1.039], [0.525, 0.661, 0.476], [-0.169, 0.246, -0.237], [0.149, -0.641, 0.386], [-2.201, 3.726, -1.881], [0.042, -0.052, -0.182], [-1.234, -1.966, -1.272], [-0.048, 0.603, -0.507], [2.212, -3.539, -0.736], [0.004, 0.193, 0.119], [-2.531, -1.048, -0.993], [1.051, -1.564, 0.335], [0.634, -0.649, 0.608], [0.282, 0.899, -0.430], [0.113, -0.390, -1.102], [0.151, 0.323, 0.169], [0.311, -0.461, -0.525], [-0.377, 0.470, -0.213], [0.037, -0.322, -1.170], [0.966, 0.700, -0.605], [0.389, -0.609, 1.396], [-3.640, 2.135, 1.135], [-0.093, 0.132, -0.047], [-0.258, -0.252, -0.140], [-0.057, 1.283, -0.232], [-4.911, 2.205, -0.411], [0.221, 0.378, 0.091], [-0.523, -0.327, 0.647], [-0.322, 0.400, 1.099], [0.203, 0.368, 0.097], [0.434, 0.883, 0.443], [0.391, -0.827, -0.110], [-0.797, 1.321, 1.409], [0.909, 0.847, 1.500], [0.232, -0.250, -0.528], [0.264, -0.186, 0.109], [-0.073, -0.223, 0.144], [-1.752, 1.332, 0.235], [-0.476, 0.221, 0.374], [-0.511, 0.295, -0.081], [0.262, -0.075, -0.088], [-0.220, -0.409, 0.816], [0.941, -1.259, 1.599], [0.420, -0.314, -0.142], [-0.226, 1.241, 0.959], [-0.018, 0.214, -0.037], [-0.531, 0.954, -0.136], [0.387, 0.182, -0.422], [0.338, 0.769, 0.442], [0.356, -0.518, 0.232], [0.506, 0.127, -0.116], [0.713, -0.359, 0.158], [0.775, 0.073, -0.086], [0.336, 0.021, 0.493], [-1.764, -0.935, -0.909], [0.774, 3.481, -2.507], [0.083, 0.162, -0.237], [0.117, 0.253, 0.160], [0.089, -0.407, -1.134], [0.291, -0.221, -0.162], [3.457, -1.447, 2.001], [0.009, -0.080, 0.145], [-2.323, -0.490, -0.489], [0.418, 0.454, 0.259], [0.316, 0.345, 0.527], [0.048, 0.883, 0.769], [2.667, -2.349, -1.890], [-0.047, 0.138, -0.064], [-0.015, 0.104, -0.144], [-0.256, -0.541, 0.364], [1.330, 0.652, 0.627], [-0.434, 0.762, 0.498], [2.862, 2.406, 1.885], [0.337, -0.422, -0.090], [-0.322, -0.205, -0.080], [-0.037, 0.169, 3.259], [4.216, -2.882, -1.243], [0.271, 0.205, 0.097], [0.461, 0.294, -0.422], [-1.307, 0.238, -0.724], [-0.699, -2.910, -0.174], [-1.050, 0.637, -1.149], [1.051, 1.093, -1.049], [0.065, 0.406, -0.231], [-0.204, 0.147, -0.530], [-0.373, 0.091, -0.276], [0.341, -0.187, 0.079], [-0.591, -0.991, -0.321], [0.232, 0.302, -0.364], [-1.186, 0.193, -0.942], [0.371, -0.007, 1.731], [-1.967, -0.869, -0.797], [-0.673, -1.791, -0.630], [-0.787, 0.247, -0.881], [0.073, 0.017, -0.303], [-0.544, 0.304, -0.861], [0.221, -0.646, -0.200], [1.976, -0.493, -0.071], [0.397, 0.176, 0.674], [0.070, -0.155, 0.064], [0.009, 0.199, -0.001], [-0.167, -0.257, 0.025], [0.041, 0.026, -0.342], [1.210, 1.993, 0.432], [-2.687, -1.182, -2.028], [-0.556, -0.982, -1.961], [-0.550, 1.817, 0.416], [0.889, -0.873, 0.524], [0.813, 0.190, 1.004], [0.333, 0.267, 0.584], [-0.235, -0.531, -0.063], [-0.775, -0.056, -0.584], [0.187, -0.260, -0.452], [-0.129, 0.050, -0.247], [-0.238, 0.135, 0.260], [1.895, -0.739, -0.518], [-0.180, 0.299, -0.093], [-0.346, -0.246, 0.034], [0.222, 0.256, -1.700], [-0.770, 0.105, -0.944], [1.779, -1.324, -0.631], [0.895, 0.153, 1.154], [-0.184, -0.019, -0.448], [1.607, -0.361, -0.060], [-0.566, -1.903, 2.048], [-1.300, -1.751, 0.325], [-0.093, -2.049, 0.630], [0.847, 1.518, 0.072], [0.662, 1.020, 0.012], [-0.072, 0.109, -0.277], [1.412, 0.129, 1.989], [-1.054, -5.351, 2.418], [-2.431, 1.300, -0.177], [-0.797, 0.908, 0.232], [-1.550, -0.254, 0.994], [-0.403, -0.322, 0.287], [-1.938, 0.043, -0.423], [-1.980, 0.199, -2.015], [1.885, 0.108, 2.985], [0.178, -0.360, -0.073], [0.380, -0.281, 0.569], [0.354, -0.070, 0.042], [-0.234, -0.175, 0.155], [-0.470, 1.397, -1.792], [-0.250, 0.253, 0.025], [-0.313, -0.030, 1.033], [0.074, -0.411, 0.033], [0.568, 1.739, -0.836], [2.371, -0.396, 0.277], [0.651, 0.563, -0.317], [0.605, -0.292, 0.632], [0.346, 0.976, 0.002], [0.051, -0.237, 0.920], [0.180, -0.041, -0.308], [-1.393, -0.519, 1.894], [-1.548, -2.221, 0.095], [-0.091, -0.023, -0.218], [-1.518, -1.772, -1.194], [0.065, -0.253, -1.222], [0.101, -0.065, -0.002], [0.892, 1.543, -0.263], [0.230, -0.038, -0.619], [2.467, 1.708, 1.384], [-1.980, 0.718, -0.488], [0.629, -0.256, 0.247]], "lumo_ev": -1.28, "charge": -1, "energy_ha": -6173.60833, "homo_lumo_gap_ev": 4.53}